[1]
H22O11 | ωB97M-V/def2-TZVPD

The HOMO-LUMO gap comes out at 9.786 eV. The molar mass is 198.165 Da. For the LUMO energy, the calculation gives -0.327 eV. Its SMILES is O.O.O.O.O.O.O.O.O.O.O. As for the energy above the lowest of the compared OMol25 structures with the same formula, charge and spin: 48.73 kcal/mol. The charge is 0. The value obtained for the HOMO energy is -10.113 eV.

Last column: Mulliken charge in e.
Cartesian coordinates (Å):
H 17.5736 15.7393 14.5319  0.298
H 15.7528 18.3666 12.7912  0.425
O 13.0037 16.9984 13.4719  -0.595
O 15.3840 20.7391 15.0924  -0.611
H 12.4771 17.7454 10.8882  0.324
O 15.3945 18.0308 16.0948  -0.591
O 14.0404 20.8256 11.8786  -0.681
O 14.9738 18.7696 13.1218  -0.709
H 16.3134 15.6662 12.1507  0.340
O 14.3662 23.2173 13.1799  -0.608
H 14.6243 17.5055 16.0929  0.314
H 14.6002 20.9144 11.1026  0.258
H 15.1408 14.8378 12.4646  0.239
H 17.2878 21.9464 12.1464  0.289
H 15.0906 19.9204 14.6852  0.413
H 12.2919 18.9169 11.7413  0.292
H 13.3366 16.0638 13.4201  0.285
H 14.6808 20.9501 15.6741  0.276
H 16.6669 16.4621 13.7776  0.250
O 17.0788 21.1852 12.6951  -0.594
H 16.6207 21.4711 13.5095  0.302
O 17.1270 16.5733 14.6303  -0.631
H 17.2537 19.3652 11.7349  0.271
H 16.9364 18.2001 10.8484  0.327
O 15.4368 15.7175 12.6378  -0.602
O 17.2533 18.4030 11.7120  -0.663
H 14.8324 19.5983 12.5815  0.281
O 11.8448 18.4659 11.0161  -0.633
H 15.9127 17.6541 15.3745  0.330
H 13.7279 17.5738 13.1653  0.378
H 14.0859 23.1183 14.0956  0.323
H 14.3996 22.3441 12.8370  0.402
H 13.3866 21.5454 11.7943  0.297

Forces on atoms 1 to 6 (eV/Å):
H 0.9 -0.6 1.0
H 1.5 -0.5 -0.6
O -0.1 -1.6 0.0
O 0.8 0.6 -1.0
H -0.4 -0.2 -0.1
O 0.9 1.0 0.2

[2]
H22O11 | ωB97M-V/def2-TZVPD

The HOMO-LUMO gap comes out at 9.745 eV. The molar mass is 198.165 Da. For the LUMO energy, the calculation gives -0.372 eV. Its SMILES is O.O.O.O.O.O.O.O.O.O.O. As for the energy above the lowest of the compared OMol25 structures with the same formula, charge and spin: 119.22 kcal/mol. The charge is 0. The value obtained for the HOMO energy is -10.117 eV.

Last column: Mulliken charge in e.
Cartesian coordinates (Å):
H 1.4278 -3.0106 1.0536  0.298
H -2.0362 1.8974 2.2136  0.248
H -0.7552 0.4204 0.3326  0.295
O 2.7628 -0.0656 1.2816  -0.681
H -3.0162 -0.8936 -1.9594  0.316
H 0.0098 -2.4066 -1.8934  0.332
O -3.5042 -0.4886 -1.4024  -0.616
H 1.7088 -2.8126 -0.5314  0.355
O -0.6292 -3.0246 -0.5674  -0.585
O -0.0432 -1.4986 -2.2644  -0.718
O -0.1962 3.5974 -1.0014  -0.587
O 1.5008 0.3544 3.6886  -0.590
H 3.7008 0.0084 1.4706  0.275
O -2.5842 2.1024 -1.6994  -0.545
H -2.9872 1.2994 -1.2214  0.406
O 2.7868 1.3874 -1.0114  -0.680
H -3.1352 -0.7386 -0.6334  0.267
H -1.1212 -2.3596 -0.0744  0.241
O 0.0788 -0.2116 -0.0164  -0.478
O 2.0658 -2.6076 0.4906  -0.692
H -2.0102 2.6384 0.9826  0.253
H -0.6142 2.7374 -0.9004  0.245
H 0.8628 -0.2286 0.6056  0.324
H -0.7902 4.2234 -0.5534  0.319
H 2.5798 -0.8076 0.7166  0.316
H 2.9278 0.5654 -1.7584  0.333
H 2.3508 0.9864 -0.2084  0.344
H 1.7848 -0.2706 3.0536  0.279
H -2.8122 1.8094 -2.4714  0.206
O -1.5682 2.0084 1.4336  -0.497
H 1.9838 0.0484 4.4666  0.302
H -0.8322 -3.8396 -0.1464  0.291
H 0.1028 -0.8186 -1.4764  0.424

Forces on atoms 1 to 6 (eV/Å):
H -0.9 -0.5 0.5
H -1.2 -0.5 2.5
H 3.9 -1.9 -0.7
O -0.6 0.7 0.9
H 5.3 -4.3 -6.9
H -0.2 1.6 -0.6